Entry 1:
79
Properties=species:S:1:pos:R:3:mulliken_charge:R:1 method="wB97M-V/def2-TZVPD" e_lumo_ev=-5.5 e_above_lowest_kcal_mol=5.0 charge=+1 orbital_gap_ev=4.283 e_homo_ev=-9.805 total_energy_ev=-329134.4702
C 1.917 -0.529 4.576 -0.70
C 1.446 -1.368 3.283 -0.44
C -0.152 -1.720 3.282 0.21
O -0.703 -1.814 2.128 -0.41
O -0.735 -1.939 4.576 -0.17
C -2.067 -1.347 4.844 -0.13
S -3.444 -2.352 4.028 0.16
P -2.331 -1.630 6.748 0.37
N -3.834 -1.389 7.234 -0.68
S -2.242 0.515 4.589 1.10
O -2.891 1.151 5.819 -0.53
O -0.902 1.242 4.446 -0.58
C -3.421 1.034 3.160 0.47
F -3.098 0.438 1.918 0.02
F -4.808 0.808 3.571 -0.28
F -3.239 2.453 3.010 -0.16
H 3.051 -0.653 4.791 0.38
H 1.782 0.597 4.325 0.10
H 1.333 -0.750 5.536 0.15
H 1.746 -0.884 2.287 0.29
H 2.000 -2.394 3.318 0.38
H -4.049 -3.086 5.045 0.26
H -1.476 -0.729 7.494 0.14
H -1.940 -2.986 7.027 0.20
H -4.398 -1.082 6.426 0.22
O -1.389 1.016 2.189 -0.72
H -0.661 0.442 2.524 0.28
H -2.207 0.841 2.676 0.45
H -1.521 0.902 1.209 0.36
C -1.241 1.678 -2.828 -0.83
C -0.091 1.360 -1.916 0.21
O 0.883 0.524 -2.554 -0.42
C 1.790 1.158 -3.336 0.43
O 1.810 2.352 -3.514 -0.55
C 2.791 0.154 -3.909 0.83
F 2.196 -0.966 -4.371 -0.26
F 3.689 -0.248 -2.979 -0.27
F 3.507 0.653 -4.937 -0.26
H -1.692 0.757 -3.231 0.19
H -2.004 2.242 -2.285 0.14
H -0.918 2.271 -3.687 0.36
H -0.476 0.799 -1.056 0.00
H 0.376 2.274 -1.531 0.26
C -4.118 -7.509 2.909 -1.00
S -2.763 -6.321 3.036 0.44
O -3.249 -5.173 3.860 -0.55
C -2.806 -5.803 1.307 -0.84
H -4.296 -7.937 3.897 0.32
H -5.024 -7.008 2.563 0.29
H -3.841 -8.305 2.215 0.39
H -3.793 -5.407 1.061 0.25
H -2.571 -6.656 0.666 0.39
H -2.056 -5.024 1.164 0.20
N 6.080 3.679 -5.360 -0.35
C 6.587 4.871 -5.003 -0.48
C 6.044 5.674 -4.012 -0.39
C 4.909 5.225 -3.352 -0.43
C 4.363 3.998 -3.702 -0.31
C 4.982 3.269 -4.703 -0.22
H 7.472 5.180 -5.550 0.38
H 6.497 6.626 -3.764 0.38
H 4.454 5.826 -2.572 0.38
H 3.478 3.617 -3.209 0.28
H 4.593 2.303 -5.008 0.75
F -1.362 -3.798 2.772 -0.67
Na -6.820 1.885 3.925 1.01
C -5.296 1.506 -4.234 -0.39
Br -3.855 0.386 -4.813 -0.06
Br -4.760 1.935 -2.412 0.11
Br -5.640 3.051 -5.360 -0.06
H -6.213 0.915 -4.230 0.34
Cl -4.209 2.494 -0.171 -0.71
C 6.929 0.852 -6.838 -0.27
C 6.659 0.408 -8.248 0.25
N 6.445 0.057 -9.363 -0.41
H 6.418 1.797 -6.641 0.02
H 6.568 0.098 -6.135 0.21
H 8.002 0.991 -6.691 0.30
Li -0.198 2.501 2.073 0.88

=====

Entry 2:
135
Properties=species:S:1:pos:R:3:mulliken_charge:R:1 method="wB97M-V/def2-TZVPD" e_lumo_ev=0.6 e_above_lowest_kcal_mol=24.5 charge=0 orbital_gap_ev=11.051 e_homo_ev=-10.448 total_energy_ev=-93783.3737
C 3.038 -1.651 5.645 -0.74
C 1.930 -0.609 5.721 -0.55
O 1.615 -0.166 4.403 0.10
C 1.125 1.060 4.282 0.40
O 0.967 1.850 5.171 -0.64
O 0.935 1.314 2.993 -0.02
C 0.442 2.598 2.644 -0.67
H 3.902 -1.166 5.187 0.10
H 2.794 -2.509 5.022 -0.01
H 3.228 -2.030 6.648 0.51
H 2.200 0.217 6.376 0.53
H 1.068 -1.102 6.180 0.26
H 1.090 3.355 3.092 0.49
H -0.580 2.690 3.009 0.36
H 0.458 2.792 1.575 -0.14
C 5.094 0.372 2.395 -0.37
C 6.161 -0.699 2.463 -0.58
O 5.737 -1.865 3.164 -0.29
C 5.595 -2.999 2.486 0.92
O 5.578 -3.105 1.299 -0.58
O 5.395 -3.972 3.351 -0.32
C 5.231 -5.263 2.817 -0.76
H 4.265 0.020 1.777 -0.19
H 5.490 1.259 1.903 0.47
H 4.769 0.587 3.413 0.27
H 6.992 -0.279 3.033 0.27
H 6.504 -1.023 1.479 0.42
H 6.147 -5.707 2.431 0.30
H 4.421 -5.416 2.103 0.29
H 4.913 -5.914 3.634 0.32
C 2.882 2.025 -1.346 -0.13
C 4.323 1.625 -1.562 -0.37
O 4.552 1.078 -2.861 -0.39
C 4.563 -0.258 -3.017 0.82
O 4.537 -1.064 -2.132 -0.49
O 4.549 -0.576 -4.291 -0.39
C 4.196 0.275 -5.386 -0.44
H 2.147 1.231 -1.479 -0.38
H 2.497 2.827 -1.979 0.36
H 2.795 2.363 -0.311 0.21
H 4.630 0.834 -0.868 0.14
H 5.044 2.421 -1.374 0.37
H 5.089 0.834 -5.671 0.31
H 3.385 0.949 -5.130 0.11
H 4.003 -0.406 -6.209 0.22
C -6.005 -0.110 1.448 -1.61
C -4.877 0.893 1.619 0.78
O -5.432 2.206 1.413 -0.30
C -4.662 3.231 1.717 0.87
O -3.530 3.181 2.106 -0.53
O -5.324 4.340 1.373 -0.36
C -4.620 5.555 1.539 -0.67
H -6.405 -0.088 0.435 0.34
H -6.836 0.132 2.113 0.43
H -5.650 -1.109 1.697 0.31
H -4.117 0.720 0.854 -0.15
H -4.429 0.833 2.608 0.14
H -3.831 5.607 0.783 0.25
H -4.183 5.716 2.524 0.30
H -5.290 6.386 1.329 0.26
C -3.122 -2.836 0.860 -0.63
C -2.322 -4.022 0.332 -0.89
O -1.364 -3.667 -0.643 -0.14
C -1.640 -3.801 -1.939 0.73
O -2.609 -4.317 -2.408 -0.60
O -0.582 -3.343 -2.604 -0.14
C -0.465 -3.729 -3.980 -0.94
H -3.871 -3.101 1.608 0.58
H -3.682 -2.429 0.016 0.36
H -2.493 -2.069 1.311 -0.18
H -2.987 -4.780 -0.098 0.48
H -1.848 -4.615 1.116 0.33
H -1.388 -3.499 -4.509 0.33
H -0.349 -4.813 -3.933 0.42
H 0.381 -3.312 -4.516 0.22
C 1.820 -3.817 2.708 -0.98
C 0.487 -3.740 3.442 -0.63
O -0.072 -2.508 3.011 0.20
C -1.059 -1.916 3.693 0.31
O -1.546 -2.334 4.714 -0.63
O -1.350 -0.808 3.055 0.47
C -2.230 0.160 3.620 -0.94
H 1.644 -3.803 1.630 0.35
H 2.277 -4.796 2.870 0.48
H 2.534 -3.027 2.923 0.01
H 0.704 -3.632 4.509 0.36
H -0.140 -4.617 3.292 0.38
H -3.197 -0.348 3.716 0.44
H -2.385 0.929 2.868 -0.08
H -1.901 0.473 4.608 0.42
C -3.536 -1.279 -4.307 -1.41
C -3.271 0.210 -4.182 0.67
O -4.417 0.793 -3.535 -0.34
C -4.369 2.085 -3.262 0.83
O -3.592 2.921 -3.658 -0.60
O -5.365 2.315 -2.428 -0.36
C -5.506 3.599 -1.847 -0.48
H -3.724 -1.753 -3.347 0.25
H -2.696 -1.724 -4.840 0.28
H -4.408 -1.471 -4.935 0.46
H -3.108 0.717 -5.133 0.47
H -2.378 0.352 -3.576 -0.50
H -5.766 4.383 -2.560 0.40
H -4.583 3.893 -1.350 0.09
H -6.324 3.517 -1.138 0.21
C 1.478 4.869 -4.714 -0.98
C 0.052 4.351 -4.791 -0.43
O -0.084 3.292 -3.834 -0.06
C 0.098 2.053 -4.294 0.22
O 0.242 1.745 -5.451 -0.63
O 0.043 1.237 -3.249 0.81
C 0.130 -0.166 -3.512 -1.24
H 2.142 4.024 -4.905 0.17
H 1.589 5.287 -3.715 0.25
H 1.708 5.620 -5.468 0.41
H -0.256 4.064 -5.796 0.39
H -0.679 5.116 -4.527 0.34
H 1.126 -0.527 -3.248 0.31
H -0.176 -0.478 -4.506 0.50
H -0.532 -0.616 -2.771 0.16
C 2.139 -1.029 0.600 -0.17
C 0.686 -1.054 0.043 0.79
O 0.253 0.287 0.082 1.07
C -0.966 0.647 -0.335 0.24
O -1.859 -0.097 -0.670 -0.62
O -1.025 1.942 -0.156 -0.06
C -2.099 2.672 -0.753 0.04
H 2.723 -0.386 -0.057 -0.51
H 2.588 -2.017 0.559 0.60
H 2.146 -0.585 1.595 -0.66
H 0.139 -1.756 0.674 -0.88
H 0.769 -1.625 -0.886 -0.08
H -2.071 2.546 -1.836 -0.02
H -2.009 3.708 -0.454 0.24
H -3.009 2.152 -0.439 -0.43

=====

Entry 3:
29
Properties=species:S:1:pos:R:3:mulliken_charge:R:1 method="wB97M-V/def2-TZVPD" e_lumo_ev=-7.0 e_above_lowest_kcal_mol=30.6 charge=+2 orbital_gap_ev=9.464 e_homo_ev=-16.508 total_energy_ev=-13493.8833
C 0.699 -1.873 1.826 -1.17
C 1.547 -1.279 0.700 -0.18
N 2.444 -2.202 -0.057 -0.14
C 0.564 -0.696 -0.368 -0.36
C 0.672 0.618 -0.646 -0.30
C 0.025 1.452 -1.636 -1.30
C -1.200 2.346 -1.038 0.02
N -0.585 3.480 -0.537 -0.68
N -1.790 1.552 -0.009 -0.18
C -2.350 0.350 -0.205 0.12
N -2.904 -0.217 0.913 -0.34
H -0.213 -1.185 2.072 0.17
H 0.150 -2.735 1.333 0.39
H 1.209 -2.317 2.639 0.43
H 1.972 -0.399 1.004 0.38
H 1.920 -2.738 -0.706 0.38
H 2.934 -2.720 0.648 0.37
H 3.144 -1.662 -0.617 0.38
H -0.238 -1.198 -0.768 0.69
H 1.433 1.215 -0.140 0.30
H 0.657 2.023 -2.276 0.60
H -0.470 0.725 -2.340 0.31
H -1.945 2.513 -1.836 0.34
H -0.257 4.040 -1.335 0.28
H -1.245 4.081 -0.141 0.26
H -1.671 2.026 0.903 0.33
H -2.582 0.139 -1.261 0.43
H -3.544 -1.001 0.955 0.25
H -2.700 0.325 1.722 0.22